Formula: C37H71N9O11
Source: OMol25
Level of theory: ωB97M-V/def2-TZVPD

```
128
Properties=species:S:1:pos:R:3:forces:R:3:mulliken_charge:R:1
C -2.840927 5.190881 2.238694 0.097 0.954 0.043 -0.40
O -3.955160 4.241984 2.380496 2.451 -0.867 -0.870 -0.38
C -3.561186 2.858799 2.070482 -1.091 -1.692 -0.154 -0.04
C -3.306919 1.935581 3.424347 -0.657 0.486 0.494 -0.51
C -1.997263 2.370867 4.302648 -0.686 0.158 0.207 -0.61
C -0.594817 2.499235 3.468504 0.556 1.529 1.595 -0.45
N -0.041790 1.187900 2.935012 0.464 -0.618 -2.874 0.14
C 1.465372 1.220131 2.601932 2.915 -0.385 3.161 0.17
O 2.374957 0.817686 3.493213 -5.632 2.769 -5.928 -0.60
C 1.598336 1.856550 1.102840 -0.756 0.991 -3.734 0.33
C 2.811770 2.568734 0.272603 -3.980 -0.769 -1.441 -0.80
C 2.466023 3.124417 -1.262951 -2.528 -1.470 1.992 -0.27
C 0.956738 2.980557 -1.961835 0.743 -1.586 4.029 -0.53
C -0.257179 2.203682 -1.115029 4.373 0.582 2.036 -0.33
C 0.140515 1.681647 0.382131 2.688 1.164 -0.007 0.56
C -0.671982 0.888705 1.557582 -3.822 -2.298 -2.580 0.17
O -1.697976 0.077288 1.287535 6.233 4.901 2.095 -0.60
H -3.285416 6.158718 1.717393 0.987 -1.947 1.331 0.25
H -1.955100 4.825495 1.567471 -1.775 0.372 1.102 0.11
H -2.395572 5.432782 3.300593 -0.877 -0.262 -2.054 0.19
H -4.505747 2.361905 1.534936 2.009 1.131 1.140 0.27
H -2.688791 2.793046 1.286748 -1.472 0.342 1.623 -0.04
H -4.261581 2.131813 4.113718 2.087 -0.384 -1.462 0.38
H -3.323500 0.773451 3.205521 0.227 2.525 0.089 0.20
H -1.929472 1.637217 5.240201 0.210 1.489 -2.160 0.26
H -2.242029 3.436542 4.771017 0.735 -2.137 -1.119 0.30
H -0.642977 3.334940 2.631896 -0.084 -1.786 1.537 0.21
H 0.216924 2.895290 4.249569 -1.687 -0.947 -1.703 0.33
H 3.871100 2.659816 0.778595 -2.342 -0.163 -1.342 0.60
H 3.340701 3.663475 -1.868134 -2.245 -1.302 1.501 0.37
H 0.764511 3.429742 -3.045047 0.455 -1.188 2.647 0.31
H -1.341798 2.037970 -1.519657 2.423 0.408 0.790 0.36
C -1.499816 -2.437404 -1.983335 -0.361 0.282 0.347 -1.01
N -0.535368 -1.371770 -1.849048 1.000 0.260 -0.516 0.13
C 0.609318 -1.173133 -2.562371 -0.385 0.442 0.720 1.02
C 0.956180 -2.163642 -3.638379 0.189 -0.065 -0.234 -1.39
O 1.322489 -0.203010 -2.314128 -0.192 -0.492 0.171 -0.65
H -2.470346 -1.988832 -2.211194 -0.004 -0.440 -0.028 0.30
H -1.562804 -2.959652 -1.025059 -0.176 -0.176 -0.185 0.29
H -1.232077 -3.145465 -2.767616 -0.006 0.192 0.108 0.37
H -0.697615 -0.661986 -1.144076 -0.038 -0.198 -0.041 -0.14
H 1.895224 -1.869001 -4.115852 -0.236 0.014 0.191 0.22
H 1.087079 -3.158471 -3.204158 -0.137 0.022 -0.152 0.42
H 0.171996 -2.179660 -4.400172 0.056 -0.175 0.085 0.34
C -4.457127 -2.806360 -6.897747 0.351 -0.398 -0.298 -0.80
N -4.184028 -3.190214 -5.533253 -0.248 0.236 0.747 -0.07
C -4.744517 -2.702978 -4.389992 0.524 -0.605 0.298 0.82
C -5.785961 -1.626177 -4.512919 -0.180 0.162 0.156 -1.34
O -4.391591 -3.147878 -3.299634 -0.183 0.183 -0.297 -0.68
H -4.796897 -3.694164 -7.437586 -0.138 0.279 -0.164 0.23
H -3.523751 -2.451915 -7.342923 -0.179 0.154 -0.188 0.30
H -5.214098 -2.025157 -6.967396 0.128 -0.157 0.116 0.29
H -3.492468 -3.911849 -5.365652 -0.206 0.190 -0.051 0.22
H -6.136582 -1.342923 -3.516209 0.190 -0.175 -0.190 0.32
H -5.356502 -0.742123 -4.991854 -0.180 -0.079 -0.098 0.36
H -6.640250 -1.994627 -5.087343 0.102 0.178 -0.085 0.37
C 5.228120 5.046299 2.493119 -0.296 -0.325 -0.097 -0.77
N 4.126521 5.573723 1.723655 -0.153 0.476 -0.174 0.03
C 3.808163 6.878264 1.488259 -0.782 0.039 -0.507 0.79
C 4.686337 7.942156 2.085053 0.055 0.235 -0.015 -1.14
O 2.824702 7.152446 0.803421 0.489 -0.114 0.290 -0.68
H 5.830217 4.415556 1.833796 0.256 -0.016 0.241 0.11
H 4.815514 4.432022 3.297746 0.314 -0.025 0.099 0.31
H 5.853533 5.831529 2.917861 -0.128 -0.069 -0.162 0.40
H 3.487152 4.919269 1.287764 0.080 0.162 0.118 0.09
H 4.303060 8.928586 1.808184 -0.037 -0.327 0.006 0.27
H 4.681919 7.863802 3.175560 0.191 0.000 -0.078 0.37
H 5.705096 7.847222 1.699508 0.051 -0.005 0.224 0.25
C 4.795646 2.040180 -6.533283 -0.129 0.214 -0.418 -0.80
N 3.354264 2.068681 -6.606591 -0.453 -0.092 0.203 -0.14
C 2.452604 1.578801 -5.709030 -0.573 0.121 -0.278 0.64
C 2.976744 0.914184 -4.466943 -0.223 0.040 -0.106 -0.52
O 1.248550 1.689375 -5.931297 0.474 -0.019 0.128 -0.68
H 5.156647 3.071554 -6.565103 0.299 -0.137 0.066 0.27
H 5.168554 1.503050 -7.409316 0.299 0.026 0.167 0.28
H 5.157342 1.554919 -5.626734 -0.181 0.062 -0.134 0.33
H 2.922058 2.500651 -7.415112 0.137 -0.105 0.188 0.25
H 2.137131 0.577018 -3.852150 0.363 0.217 -0.246 -0.30
H 3.580558 0.042802 -4.734276 0.160 0.122 0.105 0.47
H 3.568608 1.624292 -3.883017 0.127 -0.180 -0.006 0.31
C 7.668514 5.364973 -2.181459 -0.240 0.361 -0.201 -0.81
N 7.628038 6.360678 -1.137092 0.216 0.029 0.624 -0.14
C 8.170055 6.297469 0.112233 -0.318 0.885 0.222 0.85
C 8.915612 5.051405 0.500416 0.152 -0.111 0.211 -1.37
O 8.039459 7.246401 0.882848 0.040 -0.522 -0.251 -0.66
H 8.150191 5.810799 -3.055698 -0.017 -0.322 -0.098 0.29
H 6.639100 5.099583 -2.436167 0.146 -0.229 -0.173 0.23
H 8.212705 4.469138 -1.882346 -0.076 0.201 0.034 0.32
H 7.142973 7.231324 -1.320920 0.108 -0.215 0.033 0.23
H 9.287463 5.153308 1.524108 -0.157 0.111 -0.261 0.28
H 8.247490 4.186897 0.460378 0.181 -0.037 -0.116 0.35
H 9.771140 4.903943 -0.164305 -0.133 -0.173 0.024 0.42
C -0.168427 -1.283128 6.070586 -0.049 0.235 -0.414 -0.83
N -1.609810 -1.254627 5.997279 -0.494 -0.179 0.345 -0.03
C -2.511471 -1.744508 6.894840 -0.723 0.259 -0.343 0.91
C -1.987330 -2.409124 8.136927 -0.058 -0.070 0.142 -1.25
O -3.715524 -1.633933 6.672573 0.468 -0.085 0.100 -0.68
H 0.192573 -0.251755 6.038768 0.311 -0.166 0.015 0.24
H 0.204480 -1.820259 5.194554 0.296 0.076 0.159 0.26
H 0.193268 -1.768389 6.977136 -0.186 0.058 -0.118 0.39
H -2.042016 -0.822658 5.188758 0.155 -0.116 0.129 0.06
H -2.826943 -2.746290 8.751720 0.168 0.086 -0.276 0.23
H -1.383515 -3.280505 7.869594 0.032 0.103 0.227 0.33
H -1.395466 -1.699016 8.720853 0.105 -0.152 -0.051 0.41
C -6.733611 -7.801944 -4.692369 -0.404 0.207 0.201 -0.82
N -6.893362 -6.732344 -5.648511 0.377 0.220 -0.619 -0.16
C -6.100202 -6.426010 -6.714180 -0.629 0.688 -0.116 0.84
C -4.891382 -7.282246 -6.968801 0.227 -0.029 -0.167 -1.35
O -6.386181 -5.470647 -7.433117 0.239 -0.399 0.241 -0.67
H -7.628791 -8.428142 -4.732285 0.197 -0.190 0.183 0.28
H -6.651934 -7.356957 -3.697222 0.089 -0.307 0.058 0.28
H -5.852626 -8.411799 -4.892558 -0.141 0.169 -0.041 0.32
H -7.685966 -6.109238 -5.545454 0.210 -0.161 -0.012 0.23
H -4.362076 -6.912040 -7.851628 -0.245 0.003 0.199 0.29
H -4.211607 -7.234997 -6.113793 -0.059 -0.206 -0.043 0.36
H -5.196520 -8.315125 -7.157423 0.159 0.032 0.151 0.41
C -1.981513 -7.591776 5.473837 -0.257 0.363 -0.206 -0.86
N -2.021990 -6.596071 6.518204 0.256 0.043 0.605 -0.13
C -1.479973 -6.659280 7.767529 -0.337 0.912 0.263 0.79
C -0.734415 -7.905344 8.155713 0.148 -0.136 0.212 -1.31
O -1.610569 -5.710348 8.538144 0.161 -0.535 -0.326 -0.62
H -1.499837 -7.145950 4.599599 -0.015 -0.317 -0.101 0.29
H -3.010928 -7.857166 5.219129 0.163 -0.232 -0.171 0.29
H -1.437322 -8.487611 5.772951 -0.080 0.202 0.036 0.33
H -2.507054 -5.725425 6.334376 0.080 -0.209 0.031 0.21
H -0.362565 -7.803441 9.179404 -0.164 0.113 -0.264 0.29
H -1.402539 -8.769853 8.115675 0.182 -0.023 -0.109 0.36
H 0.121113 -8.052806 7.490992 -0.130 -0.170 0.017 0.36
```
Forces are in eV/Å.

Summary:
Orbital gap (eV): 7.62
E_HOMO (eV): -8.90
Total charge: 0